## a
Here is the molecule C5H5NS from OMol25. Energies are from wB97M-V/def2-TZVPD.

Structure (XYZ):
```
12
C5H5NS wB97M-V/def2-TZVPD
C 1.86185 -0.84229 0.05405
C 0.64953 -0.23627 -0.05093
C 0.34377 1.11519 0.04597
C -0.93874 1.23252 -0.06366
C -1.58389 -0.03540 0.00649
S -3.23685 -0.38631 0.02109
N -0.51722 -0.92847 -0.09969
H 1.87300 -1.92419 -0.21647
H 2.62280 -0.09515 0.29161
H 1.10015 1.85805 -0.10307
H -1.63072 2.12703 -0.02605
H -0.54368 -1.88473 0.14064
```

Output
- Frontier orbital gap: 7.353 eV
- Total charge: 0
- Spin multiplicity: 1
- Structure (SMILES): C=C1C=CC(=S)N1
- LUMO: -0.9 eV

How is the electron density shared among the atoms? According to natural (NBO), the charges in e are: atom 1 (C): -0.41, atom 2 (C): 0.12, atom 3 (C): -0.20, atom 4 (C): -0.24, atom 5 (C): 0.08, atom 6 (S): -0.12, atom 7 (N): -0.57, atom 8 (H): 0.22, atom 9 (H): 0.22, atom 10 (H): 0.23, atom 11 (H): 0.25, atom 12 (H): 0.42

***

## b
Here is a structure of composition C5H5NS from OMol25. Energies are from wB97M-V/def2-TZVPD.

Structure (XYZ):
```
12
C5H5NS wB97M-V/def2-TZVPD
C 0.29719 0.61197 -0.34957
C -0.32138 -0.55397 -0.95690
C -0.66858 -1.40107 0.04345
C 0.01749 -0.84478 1.35116
C 0.71220 0.33157 1.02109
H -0.46266 1.83408 -1.75438
H 0.26832 2.73359 -0.32642
H -0.83762 -0.78232 -1.84639
H 0.29871 -1.67411 2.13829
H 1.67567 0.81571 1.63891
N 0.51896 1.71809 -1.11147
S -1.49830 -2.78875 0.15221
```

Output
- Frontier orbital gap: 6.902 eV
- Total charge: 0
- Spin multiplicity: 1
- LUMO: -1.4 eV

How is the electron density shared among the atoms? According to natural (NBO), the charges in e are: atom 1 (C): 0.27, atom 2 (C): -0.44, atom 3 (C): -0.16, atom 4 (C): -0.15, atom 5 (C): -0.32, atom 6 (H): 0.40, atom 7 (H): 0.37, atom 8 (H): 0.24, atom 9 (H): 0.24, atom 10 (H): 0.26, atom 11 (N): -0.74, atom 12 (S): 0.03

***

## c
Here is the molecule C5H5NS from OMol25. Energies are from wB97M-V/def2-TZVPD.

Structure (XYZ):
```
12
C5H5NS wB97M-V/def2-TZVPD
C 3.26317 -0.55442 0.18410
C 2.05123 -0.41761 -0.13325
C 0.73393 -0.01439 -0.15326
C -0.38145 -0.95453 -0.04623
S -2.10826 -0.83223 0.03371
C 0.39422 1.39700 0.12586
N -0.82284 1.88246 -0.07559
H 4.35518 -0.90524 -0.24483
H 0.14795 -1.97197 0.16786
H 1.19159 2.10383 0.11800
H -1.04873 2.99954 0.08297
H -1.52060 1.17605 0.00236
```

Output
- Frontier orbital gap: 7.599 eV
- Total charge: 0
- Spin multiplicity: 1
- Structure (SMILES): C#C/C(C=S)=C/N
- LUMO: -0.5 eV

How is the electron density shared among the atoms? According to natural (NBO), the charges in e are: atom 1 (C): -0.27, atom 2 (C): -0.04, atom 3 (C): -0.35, atom 4 (C): -0.21, atom 5 (S): -0.15, atom 6 (C): 0.22, atom 7 (N): -0.72, atom 8 (H): 0.27, atom 9 (H): 0.22, atom 10 (H): 0.20, atom 11 (H): 0.42, atom 12 (H): 0.41

***

The least stable of them is b.

***

## a
Here is a structure of composition C38H33N6NaO3PS from OMol25. Energies are from wB97M-V/def2-TZVPD.

Structure (XYZ):
```
83
C38H33N6NaO3PS wB97M-V/def2-TZVPD
Na -0.52032 0.93892 -0.10777
N -0.72685 3.05832 4.23499
C -0.41907 2.74011 2.93044
S -1.63437 2.98464 1.75883
N 0.81958 2.26127 2.81021
N 1.11616 1.81522 1.56999
C 2.34778 1.52224 1.37274
C 2.79254 0.96709 0.09153
C 4.13522 0.62168 -0.08315
C 4.54511 0.07914 -1.28733
C 3.60952 -0.10716 -2.29450
C 2.29536 0.25508 -2.03377
N 1.88825 0.76906 -0.87996
H -1.51913 3.66455 4.35534
H 0.06718 3.18739 4.84190
H 3.08532 1.64939 2.16705
H 4.83216 0.77465 0.73164
H 5.58193 -0.19681 -1.43729
H 3.87438 -0.53254 -3.25321
H 1.52332 0.10213 -2.77974
O -0.63769 -1.58835 -1.36210
C -1.52476 -1.59670 -2.48413
C -1.99548 -0.11021 -2.73742
O -2.53484 0.08513 -3.83115
O -1.78744 0.67414 -1.78827
C -2.76688 -2.42159 -2.18392
C -3.01441 -2.90363 -0.90458
C -4.16346 -3.64133 -0.63853
C -5.07477 -3.90272 -1.64838
C -4.83405 -3.41633 -2.92974
C -3.69125 -2.68114 -3.19590
C -0.74144 -2.16631 -3.66073
C -0.56087 -3.54352 -3.76313
C 0.26778 -4.08787 -4.73617
C 0.93008 -3.25615 -5.62725
C 0.74753 -1.88096 -5.54032
C -0.08415 -1.34128 -4.56959
H -0.26608 -2.47502 -1.28048
H -2.31075 -2.68655 -0.11237
H -4.34513 -4.00082 0.36746
H -5.97080 -4.47622 -1.44340
H -5.54659 -3.60552 -3.72369
H -3.51040 -2.27448 -4.18272
H -1.08201 -4.20158 -3.07578
H 0.39083 -5.16281 -4.79751
H 1.57298 -3.67485 -6.39207
H 1.24662 -1.22374 -6.24249
H -0.25712 -0.27369 -4.53077
N -0.18446 -2.07540 2.57054
P 1.12017 -1.61109 1.56483
C 1.65088 -3.20674 0.81967
C 1.96306 -3.20831 -0.53700
C 2.33901 -4.38552 -1.17961
C 2.40832 -5.56845 -0.46307
C 2.12124 -5.57584 0.89967
C 1.75458 -4.40172 1.53462
C 2.41695 -1.39886 2.83339
C 2.13680 -0.66170 3.98356
C 3.14964 -0.33679 4.87408
C 4.45708 -0.72894 4.62234
C 4.74883 -1.44766 3.47051
C 3.73687 -1.77771 2.58032
C -1.49757 -1.63490 2.41685
C -2.52140 -2.23292 3.16426
C -3.80881 -1.76862 2.99249
C -4.05191 -0.74083 2.09149
C -2.97408 -0.22029 1.40067
N -1.72122 -0.65373 1.55895
H -0.07357 -2.83074 3.23088
H 1.90632 -2.27918 -1.09500
H 2.55970 -4.36941 -2.23940
H 2.68982 -6.48839 -0.96069
H 2.18816 -6.49950 1.46156
H 1.55322 -4.40799 2.60106
H 1.12734 -0.31065 4.16113
H 2.91585 0.24382 5.75758
H 5.24717 -0.46768 5.31540
H 5.76711 -1.75272 3.26125
H 3.97576 -2.33306 1.68044
H -2.29653 -3.03735 3.85396
H -4.62262 -2.20993 3.55562
H -5.04658 -0.35534 1.92042
H -3.11072 0.56951 0.67237
```

Output
- Frontier orbital gap: 6.626 eV
- Total charge: -1
- Spin multiplicity: 1
- LUMO: 2.2 eV

How is the electron density shared among the atoms? According to Mulliken, the charges in e are: atom 1 (Na): 0.81, atom 2 (N): -0.48, atom 3 (C): 0.49, atom 4 (S): -0.51, atom 5 (N): -1.21, atom 6 (N): 0.68, atom 7 (C): -1.07, atom 8 (C): 0.98, atom 9 (C): -0.64, atom 10 (C): -0.49, atom 11 (C): -0.60, atom 12 (C): -0.53, atom 13 (N): -0.10, atom 14 (H): 0.21, atom 15 (H): 0.24, atom 16 (H): 0.25, atom 17 (H): 0.41, atom 18 (H): 0.39, atom 19 (H): 0.47, atom 20 (H): 0.65, atom 21 (O): 0.72, atom 22 (C): 2.54, atom 23 (C): -0.23, atom 24 (O): -0.79, atom 25 (O): -0.74, atom 26 (C): -0.87, atom 27 (C): 0.11, atom 28 (C): -1.00, atom 29 (C): -0.43, atom 30 (C): -0.99, atom 31 (C): 0.01, atom 32 (C): -0.23, atom 33 (C): -0.14, atom 34 (C): -0.93, atom 35 (C): -0.41, atom 36 (C): -1.05, atom 37 (C): -0.48, atom 38 (H): -0.15, atom 39 (H): 0.13, atom 40 (H): 0.42, atom 41 (H): 0.39, atom 42 (H): 0.38, atom 43 (H): 0.49, atom 44 (H): 0.47, atom 45 (H): 0.41, atom 46 (H): 0.40, atom 47 (H): 0.40, atom 48 (H): 0.59, atom 49 (N): 0.33, atom 50 (P): 1.29, atom 51 (C): 0.17, atom 52 (C): 0.02, atom 53 (C): -0.53, atom 54 (C): -0.57, atom 55 (C): -0.79, atom 56 (C): -0.46, atom 57 (C): 0.16, atom 58 (C): -0.41, atom 59 (C): -0.61, atom 60 (C): -0.51, atom 61 (C): -0.64, atom 62 (C): -0.60, atom 63 (C): 0.24, atom 64 (C): -1.01, atom 65 (C): -0.55, atom 66 (C): -1.03, atom 67 (C): -0.31, atom 68 (N): 0.63, atom 69 (H): 0.27, atom 70 (H): -0.08, atom 71 (H): 0.45, atom 72 (H): 0.38, atom 73 (H): 0.39, atom 74 (H): 0.29, atom 75 (H): 0.25, atom 76 (H): 0.38, atom 77 (H): 0.37, atom 78 (H): 0.39, atom 79 (H): 0.36, atom 80 (H): 0.45, atom 81 (H): 0.38, atom 82 (H): 0.44, atom 83 (H): 0.44

***

## b
Here is a structure of composition C38H33N6NaO3PS from OMol25. Energies are from wB97M-V/def2-TZVPD.

Structure (XYZ):
```
83
C38H33N6NaO3PS wB97M-V/def2-TZVPD
Na -1.24803 -0.67276 -0.07801
N -4.39672 -0.15107 2.40424
C -3.31785 0.30244 1.69670
S -3.62436 0.86597 0.09961
N -2.19099 0.27995 2.41430
N -1.06189 0.48866 1.72461
C 0.04277 0.41439 2.37732
C 1.32572 0.47862 1.66424
C 2.52350 0.25332 2.35004
C 3.71838 0.30633 1.65779
C 3.70373 0.59539 0.29821
C 2.46870 0.80129 -0.30208
N 1.31491 0.73253 0.34888
H -5.19716 -0.37199 1.83846
H -4.16184 -0.80646 3.13541
H 0.04796 0.23406 3.45305
H 2.50003 0.02452 3.40830
H 4.65597 0.12418 2.16934
H 4.61783 0.66100 -0.27709
H 2.40016 1.03399 -1.36297
O 0.46458 -2.07380 0.15876
C 0.13215 -3.18797 1.02318
C -1.34938 -2.92550 1.56611
O -1.62311 -3.41760 2.66428
O -2.06357 -2.30156 0.75221
C 0.00430 -4.47232 0.21685
C -0.42338 -4.42999 -1.10761
C -0.65786 -5.60209 -1.81345
C -0.47469 -6.83607 -1.20259
C -0.05647 -6.88493 0.12006
C 0.17954 -5.71199 0.82439
C 1.23178 -3.26513 2.07591
C 2.51486 -3.60817 1.64320
C 3.60016 -3.58056 2.50659
C 3.41520 -3.21545 3.83388
C 2.14242 -2.88339 4.27762
C 1.05681 -2.90296 3.40903
H 1.41429 -2.10750 -0.00381
H -0.59738 -3.46888 -1.57288
H -0.99929 -5.54858 -2.84073
H -0.66231 -7.75138 -1.75146
H 0.08147 -7.84190 0.60927
H 0.48846 -5.75667 1.86149
H 2.66520 -3.91688 0.61203
H 4.58627 -3.84854 2.14643
H 4.25724 -3.19374 4.51545
H 1.99010 -2.60334 5.31381
H 0.06274 -2.65528 3.75197
N -1.48572 2.11531 -2.46880
P -1.11814 2.43950 -0.79760
C 0.37161 3.56466 -1.05347
C 0.78267 4.08752 -2.27507
C 1.91331 4.89324 -2.36929
C 2.65667 5.18876 -1.23567
C 2.26700 4.66439 -0.00823
C 1.14393 3.85447 0.07414
C -2.28893 3.86244 -0.56395
C -3.38021 4.12986 -1.38563
C -4.20723 5.22231 -1.15082
C -3.97153 6.06055 -0.07330
C -2.91661 5.77657 0.78578
C -2.09187 4.69054 0.54283
C -1.00107 0.99974 -3.10208
C -1.14446 0.83803 -4.49200
C -0.55094 -0.24406 -5.09736
C 0.17296 -1.15590 -4.33137
C 0.22573 -0.93768 -2.96923
N -0.35126 0.09840 -2.35252
H -1.95739 2.79486 -3.04216
H 0.21822 3.86425 -3.17406
H 2.21423 5.29040 -3.33214
H 3.53746 5.81548 -1.30875
H 2.85074 4.87227 0.88087
H 0.86832 3.41407 1.02867
H -3.64055 3.45569 -2.19346
H -5.04859 5.40741 -1.80827
H -4.61365 6.91363 0.10822
H -2.73756 6.40318 1.65128
H -1.28541 4.47365 1.23358
H -1.70446 1.56553 -5.06684
H -0.64281 -0.38031 -6.16829
H 0.66391 -2.01007 -4.77596
H 0.75064 -1.63091 -2.31938
```

Output
- Frontier orbital gap: 6.308 eV
- Total charge: -1
- Spin multiplicity: 1
- LUMO: 2.1 eV

How is the electron density shared among the atoms? According to Mulliken, the charges in e are: atom 1 (Na): 0.65, atom 2 (N): -0.52, atom 3 (C): 0.57, atom 4 (S): -0.42, atom 5 (N): -1.89, atom 6 (N): 1.55, atom 7 (C): -1.64, atom 8 (C): 1.41, atom 9 (C): -0.74, atom 10 (C): -0.65, atom 11 (C): -1.15, atom 12 (C): -0.60, atom 13 (N): 1.37, atom 14 (H): 0.23, atom 15 (H): 0.28, atom 16 (H): 0.27, atom 17 (H): 0.49, atom 18 (H): 0.44, atom 19 (H): 0.46, atom 20 (H): 0.35, atom 21 (O): -0.35, atom 22 (C): 3.16, atom 23 (C): 0.16, atom 24 (O): -0.83, atom 25 (O): -0.85, atom 26 (C): -0.78, atom 27 (C): -0.21, atom 28 (C): -1.00, atom 29 (C): -0.46, atom 30 (C): -0.93, atom 31 (C): -0.36, atom 32 (C): -0.47, atom 33 (C): -0.11, atom 34 (C): -1.07, atom 35 (C): -0.40, atom 36 (C): -0.97, atom 37 (C): -0.26, atom 38 (H): 0.30, atom 39 (H): 0.46, atom 40 (H): 0.41, atom 41 (H): 0.38, atom 42 (H): 0.38, atom 43 (H): 0.49, atom 44 (H): 0.43, atom 45 (H): 0.39, atom 46 (H): 0.39, atom 47 (H): 0.41, atom 48 (H): 0.60, atom 49 (N): 0.73, atom 50 (P): -0.14, atom 51 (C): 0.58, atom 52 (C): -0.62, atom 53 (C): -0.59, atom 54 (C): -0.59, atom 55 (C): -0.70, atom 56 (C): -0.38, atom 57 (C): 0.96, atom 58 (C): -0.26, atom 59 (C): -0.75, atom 60 (C): -0.47, atom 61 (C): -0.71, atom 62 (C): -0.64, atom 63 (C): 0.16, atom 64 (C): -1.19, atom 65 (C): -0.39, atom 66 (C): -1.25, atom 67 (C): -0.22, atom 68 (N): 0.43, atom 69 (H): 0.33, atom 70 (H): 0.27, atom 71 (H): 0.42, atom 72 (H): 0.37, atom 73 (H): 0.40, atom 74 (H): 0.28, atom 75 (H): 0.30, atom 76 (H): 0.38, atom 77 (H): 0.36, atom 78 (H): 0.39, atom 79 (H): 0.26, atom 80 (H): 0.45, atom 81 (H): 0.38, atom 82 (H): 0.48, atom 83 (H): 0.54

***

The least stable of them is b.

***

## a
Here is the molecule C5H4Cl2 from OMol25. Energies are from wB97M-V/def2-TZVPD.

Structure (XYZ):
```
11
C5H4Cl2 wB97M-V/def2-TZVPD
C -2.65266 0.67176 0.69753
C -1.82605 -0.17821 0.13065
C -1.24164 -1.20335 -0.73725
C 0.10197 -1.09081 -1.16574
C 1.07603 -0.18992 -0.62191
Cl 0.67928 1.57766 -0.33954
Cl 1.10654 -0.74457 1.12461
H -3.47111 1.59360 1.09855
H -1.97101 -2.00947 -0.85032
H 0.27519 -1.53648 -2.07761
H 2.06207 -0.26702 -1.33651
```

Output
- Frontier orbital gap: 8.347 eV
- Total charge: 0
- Spin multiplicity: 1
- Structure (SMILES): C#C/C=C\C(Cl)Cl
- LUMO: -0.6 eV

How is the electron density shared among the atoms? According to natural (NBO), the charges in e are: atom 1 (C): -0.22, atom 2 (C): -0.10, atom 3 (C): -0.19, atom 4 (C): -0.25, atom 5 (C): -0.22, atom 6 (Cl): -0.03, atom 7 (Cl): -0.03, atom 8 (H): 0.31, atom 9 (H): 0.25, atom 10 (H): 0.23, atom 11 (H): 0.26

***

## b
Here is a structure of composition C5H4Cl2 from OMol25. Energies are from wB97M-V/def2-TZVPD.

Structure (XYZ):
```
11
C5H4Cl2 wB97M-V/def2-TZVPD
C -0.52135 -0.65813 -0.46106
C 0.43589 0.82890 0.43038
C 0.45177 0.47331 -1.11950
C -0.45755 -0.33523 1.09816
C -0.97788 -0.85138 2.31611
Cl -1.86475 -2.28342 2.52657
Cl -0.39005 0.02368 3.69454
H -1.46317 -0.51717 -0.78692
H -0.26008 -1.62804 -0.80319
H 1.33221 0.81747 0.95220
H -0.02816 1.70397 0.68455
```

Output
- Frontier orbital gap: 8.361 eV
- Total charge: 0
- Spin multiplicity: 1
- LUMO: -0.8 eV

How is the electron density shared among the atoms? According to natural (NBO), the charges in e are: atom 1 (C): -0.58, atom 2 (C): -0.58, atom 3 (C): 0.24, atom 4 (C): -0.03, atom 5 (C): -0.17, atom 6 (Cl): 0.08, atom 7 (Cl): 0.02, atom 8 (H): 0.25, atom 9 (H): 0.25, atom 10 (H): 0.26, atom 11 (H): 0.26

***

The least stable of them is b.